{"formula": "ClN2O10Tl", "method": "ωB97M-V with the def2-TZVPD basis set", "e_lumo_ev": -6.95, "total_energy_ev": -40648.1687, "homo_ev": -10.068, "homo_lumo_gap_ev": 3.115, "relative_energy_kj_mol": 19.12, "species": ["Tl", "N", "O", "O", "O", "N", "O", "O", "O", "Cl", "O", "O", "O", "O"], "positions_angstrom": [[14.201, -16.455, -6.919], [12.577, -17.185, -10.619], [13.352, -17.068, -9.687], [11.484, -16.669, -10.421], [12.809, -17.811, -11.657], [14.131, -20.408, -7.536], [14.036, -19.250, -7.810], [14.153, -20.821, -6.389], [14.241, -21.179, -8.529], [16.896, -18.373, -9.708], [17.932, -17.607, -10.328], [15.913, -18.725, -10.685], [17.569, -19.488, -9.117], [16.319, -17.545, -8.709]], "nbo_charge": [0.966, 0.711, -0.357, -0.307, -0.278, 0.711, -0.353, -0.326, -0.258, 2.556, -0.736, -0.683, -0.752, -0.894]}